1.
DFT (ωB97M-V with the def2-TZVPD basis set) results for a structure of composition C6H13CdO4 at a distorted geometry.

Calculated values
* LUMO level (spin up / spin down): 0.76 / 0.37 eV
* total energy: -704.9291 Ha
* highest occupied orbital energy (spin up / spin down): -0.28236 / -0.33356 Eh
* total charge: 0
* energy relative to the best compared isomer or geometry (same formula, charge and spin): 0.0 kcal/mol
* Kohn-Sham gap (spin up / spin down): 8.4 / 9.5 eV
* 2S+1: 2

Last column: Mulliken spin population.
CARTESIAN COORDINATES (ANGSTROEM)
C1 2.6244 0.9808 0.7090  0.001
O1 2.7658 -0.3837 0.3999  0.000
C2 4.1050 -0.7741 0.2564  0.000
H1 3.1371 1.6129 -0.0379  0.000
H2 1.5427 1.2179 0.7113  0.000
H3 3.0378 1.2054 1.7092  0.000
H4 4.1275 -1.8507 0.0474  0.000
H5 4.6835 -0.5750 1.1770  0.000
H6 4.5805 -0.2382 -0.5876  0.000
O2 -0.4487 1.7309 -1.0869  0.002
C3 -1.7366 2.2237 -0.9232  -0.083
C4 -2.6337 1.2473 -0.2130  0.843
O3 -2.3334 -0.0494 -0.5559  0.070
C5 -2.7546 -1.1388 0.2789  0.054
C6 -1.8019 -2.2942 -0.0354  0.009
O4 -0.4746 -1.8803 -0.0347  -0.001
Cd1 -0.2497 -0.1207 -0.7204  0.008
H7 -2.1906 2.4775 -1.9106  0.070
H8 -1.7572 3.1679 -0.3393  0.028
H9 -3.6712 1.4554 0.0644  0.031
H10 -3.8035 -1.3878 0.0624  0.001
H11 -2.6616 -0.8233 1.3291  -0.032
H12 -2.0930 -2.7208 -1.0173  0.000
H13 -1.9940 -3.0828 0.7172  -0.001

=====

2.
DFT (ωB97M-V with the def2-TZVPD basis set) results for a structure of composition C6H13CuO3 at a distorted geometry.

Calculated values
* LUMO level (spin up / spin down): 0.41 / -1.86 eV
* total energy: -2102.4436 Ha
* highest occupied orbital energy (spin up / spin down): -0.28791 / -0.33693 Eh
* total charge: 0
* energy relative to the best compared isomer or geometry (same formula, charge and spin): 5.6 kcal/mol
* Kohn-Sham gap (spin up / spin down): 8.2 / 7.3 eV
* 2S+1: 3

Last column: Mulliken spin population.
CARTESIAN COORDINATES (ANGSTROEM)
C1 1.8611 -1.0856 -0.9214  0.005
C2 2.4735 0.2468 -0.5316  0.001
H1 2.2190 -1.4316 -1.9002  0.001
H2 0.7643 -1.0332 -0.9912  -0.002
H3 3.5584 0.2609 -0.7055  0.000
H4 2.3092 0.4663 0.5359  0.000
H5 2.0509 1.0727 -1.1278  0.002
O1 1.3667 -5.4088 2.7237  0.122
C3 1.1508 -4.4767 1.7159  -0.020
C4 2.4354 -3.9083 1.1740  0.853
O2 3.3779 -3.7526 2.1676  0.103
C5 4.7787 -3.7399 1.8603  0.016
C6 5.4972 -4.0176 3.1818  -0.008
O3 4.9400 -5.1023 3.8487  0.071
Cu1 3.0859 -5.2135 3.4964  0.816
H6 0.5124 -3.6356 2.0774  0.050
H7 0.5961 -4.9109 0.8588  0.026
H8 2.0892 -1.9915 -0.1584  -0.021
H9 5.0588 -2.7697 1.4252  0.001
H10 4.9726 -4.5407 1.1292  -0.013
H11 5.4534 -3.0947 3.7968  0.002
H12 6.5654 -4.1807 2.9398  0.006
H13 2.7479 -3.9656 0.1268  -0.010

=====

3.
DFT (ωB97M-V with the def2-TZVPD basis set) results for the molecule C6H13IN2O at a distorted geometry.

Calculated values
* LUMO level (spin up / spin down): -0.70 / -0.70 eV
* total energy: -718.7134 Ha
* highest occupied orbital energy (spin up / spin down): -0.30111 / -0.30108 Eh
* total charge: 0
* energy relative to the best compared isomer or geometry (same formula, charge and spin): 3.3 kcal/mol
* structure (SMILES): CC[C@H](C)/C=C(\O)N(N)I
* Kohn-Sham gap (spin up / spin down): 7.5 / 7.5 eV

Last column: Mulliken charge in e.
CARTESIAN COORDINATES (ANGSTROEM)
C1 -0.4581 -0.1078 -0.3245  -0.474
C2 -0.1645 0.1564 -1.5983  1.047
C3 1.8283 -0.9236 1.4965  -1.147
C4 -0.8223 1.8570 1.3589  -1.574
C5 0.6708 -0.1623 2.0408  -1.005
C6 0.0842 0.6297 0.8287  0.471
N1 -1.1297 -1.9030 -2.3091  -0.523
N2 -0.6692 -0.6857 -2.6786  -0.401
O1 0.4594 1.2589 -2.1004  -0.437
I1 -1.9907 0.4687 -4.0647  -0.010
H1 -1.1455 -1.0055 0.0093  -0.179
H2 2.6195 -0.3247 0.9587  0.309
H3 2.4502 -1.4959 2.3491  0.297
H4 1.4329 -1.6382 0.9028  0.361
H5 -1.7829 1.4188 1.8062  0.297
H6 -0.3281 2.2547 2.1248  0.488
H7 -0.8501 2.4844 0.4730  0.415
H8 -0.0870 -0.6225 2.5259  0.544
H9 1.0153 0.5264 2.7014  0.469
H10 1.0312 1.2448 0.5990  0.237
H11 -1.7918 -2.0132 -1.5257  0.171
H12 -1.6076 -2.4620 -2.9789  0.291
H13 1.2360 1.0447 -2.5951  0.354

=====

4.
DFT (ωB97M-V with the def2-TZVPD basis set) results for a cluster of 3 separate species, C6H13IO2 in total at a distorted geometry.

Calculated values
* LUMO level: 0.55 eV
* total energy: -684.4891 Ha
* highest occupied orbital energy: -0.33715 Eh
* total charge: 0
* energy relative to the best compared isomer or geometry (same formula, charge and spin): 13.9 kcal/mol
* structure (SMILES): C=C(C)I.C=C(C)O.O
* Kohn-Sham gap: 9.7 eV

Last column: Mulliken charge in e.
CARTESIAN COORDINATES (ANGSTROEM)
C1 -0.2077 -0.9014 -2.5085  -1.057
C2 -0.5175 -1.8560 -0.1140  -1.124
C3 -2.3971 1.1662 1.1819  -1.011
C4 -0.1419 2.1172 0.7595  -1.149
C5 0.1630 -0.9947 -1.1846  0.853
C6 -1.2609 1.6468 1.5943  0.470
O1 3.9793 -1.3369 -0.0817  -0.652
O2 1.2855 -0.3501 -0.6715  -0.415
I1 -0.9889 1.9022 3.6616  0.064
H1 0.4474 -0.3634 -3.2141  0.225
H2 -1.0936 -1.3530 -2.7973  0.309
H3 3.0269 -0.8687 -0.0399  0.363
H4 -1.3218 -1.2513 0.0469  0.258
H5 -0.0087 -2.0561 0.7930  0.322
H6 -0.9139 -2.7193 -0.6260  0.363
H7 1.4775 0.2117 -1.4817  0.252
H8 -2.7724 1.0811 0.2380  0.407
H9 -3.2573 0.9431 1.8847  0.215
H10 0.1764 2.9561 1.3360  0.494
H11 0.6562 1.3959 0.6419  0.182
H12 -0.4368 2.2983 -0.2393  0.322
H13 4.1061 -1.6679 0.8209  0.310

=====

5.
DFT (ωB97M-V with the def2-TZVPD basis set) results for the ion C6H13N with charge -1 at a distorted geometry.

Calculated values
* LUMO level (spin up / spin down): 4.24 / 4.36 eV
* total energy: -291.0797 Ha
* highest occupied orbital energy (spin up / spin down): 0.05639 / -0.16209 Eh
* total charge: -1
* energy relative to the best compared isomer or geometry (same formula, charge and spin): 15.4 kcal/mol
* Kohn-Sham gap (spin up / spin down): 2.7 / 8.8 eV
* 2S+1: 2

Last column: Mulliken spin population.
CARTESIAN COORDINATES (ANGSTROEM)
C1 0.2646 1.0592 0.4116  1.393
N1 0.4557 -0.2098 -0.2769  -1.260
C2 -0.3068 -0.4152 -1.5111  1.385
C3 -0.0562 0.6861 -2.5127  0.028
C4 0.2432 -1.4106 0.6440  1.365
C5 0.2348 -0.7848 2.0186  0.350
C6 -0.2567 0.6638 1.7873  0.709
H1 1.2118 1.5784 0.6052  -0.061
H2 -0.4389 1.7508 -0.0905  -0.649
H3 -1.4187 -0.4047 -1.2654  -0.407
H4 -0.1133 -1.3920 -1.9769  0.184
H5 -0.4506 0.4401 -3.4958  -0.379
H6 1.0175 0.8672 -2.6827  -0.008
H7 -0.4284 1.6726 -2.1858  0.027
H8 1.0967 -2.0354 0.3890  -0.695
H9 -0.7275 -1.8075 0.3428  -0.080
H10 1.2215 -0.8300 2.4904  0.192
H11 -0.3273 -1.3679 2.7617  -0.405
H12 0.1401 1.2739 2.6369  -0.225
H13 -1.3615 0.6659 1.9103  -0.464

=====

6.
DFT (ωB97M-V with the def2-TZVPD basis set) results for the molecule C6H13N at a distorted geometry.

Calculated values
* LUMO level: 0.82 eV
* total energy: -291.0976 Ha
* highest occupied orbital energy: -0.28496 Eh
* total charge: 0
* energy relative to the best compared isomer or geometry (same formula, charge and spin): 38.4 kcal/mol
* structure (SMILES): CC/C(C)=C(/C)N
* Kohn-Sham gap: 8.6 eV

Last column: Mulliken charge in e.
CARTESIAN COORDINATES (ANGSTROEM)
C1 -1.5002 -0.3290 1.9352  -1.169
C2 -0.1551 -0.7135 1.2740  -0.211
N1 2.2664 -0.0619 -0.0136  -0.705
C3 1.0238 0.1034 -0.7738  0.244
C4 -0.1032 -0.3703 -0.1870  0.530
C5 -1.2558 -0.7451 -1.0741  -1.392
C6 1.0165 1.3739 -1.6240  -1.401
H1 -1.3739 0.6719 2.3504  0.279
H2 -1.7793 -1.0385 2.7162  0.318
H3 -2.4276 -0.3760 1.3593  0.332
H4 0.5942 -0.2301 1.8950  0.230
H5 -0.0413 -1.8006 1.3896  0.310
H6 2.1594 0.3785 0.8985  0.228
H7 2.9296 0.5227 -0.5164  0.292
H8 -2.1986 -0.2784 -0.7783  0.377
H9 -1.0725 -0.2890 -2.0497  0.370
H10 -1.3940 -1.8094 -1.2508  0.279
H11 1.5659 1.2016 -2.5635  0.297
H12 0.0198 1.7347 -1.8362  0.370
H13 1.7258 2.0551 -1.1509  0.421